1.
{"formula": "C33H41N5O7ReSe", "method": "ωB97M-V/def2-TZVPD", "fmax_ev_per_a": 0.3, "de_lowest_kj_mol": 0.00, "orbital_gap_ev": [7.446, 6.728], "s2": 3.77, "spin_multiplicity": 4, "total_charge": 2, "species": ["C", "H", "N", "C", "C", "O", "C", "H", "H", "H", "H", "H", "H", "C", "O", "C", "H", "C", "C", "C", "H", "C", "H", "O", "Re", "H", "H", "C", "N", "C", "C", "C", "Se", "C", "C", "H", "C", "H", "H", "H", "H", "H", "C", "H", "H", "C", "H", "O", "H", "H", "N", "H", "C", "C", "H", "H", "N", "H", "H", "C", "C", "H", "C", "O", "C", "H", "C", "H", "H", "H", "O", "C", "H", "N", "C", "H", "C", "C", "C", "C", "H", "O", "H", "H", "H", "H", "H", "C"], "coordinates": [[1.236, 0.864, 3.333], [-6.158, 3.919, -2.169], [1.257, -4.556, 0.740], [-1.627, 0.424, -4.048], [3.231, -0.657, -3.586], [-1.876, -0.408, 1.617], [1.504, -0.600, 3.013], [3.238, 5.247, 0.840], [1.485, 5.076, 1.113], [-4.151, 4.088, -0.835], [2.025, 3.099, 2.476], [0.460, 0.930, 4.101], [2.630, -2.789, 2.415], [-3.037, 2.413, -0.121], [-0.715, 0.619, 0.013], [1.148, -5.433, 1.791], [0.437, 3.421, 1.763], [-4.125, 0.246, -0.364], [0.178, -3.758, 0.715], [-0.019, -5.156, 2.419], [-2.611, -4.280, 2.290], [3.522, -0.999, -1.120], [-1.231, 0.306, -1.969], [4.706, -1.171, -1.221], [0.967, -0.410, 0.009], [2.357, 4.025, -2.277], [2.466, -1.640, 5.886], [1.267, 2.718, 1.786], [2.335, 3.660, -0.212], [1.060, -0.144, -4.467], [-6.408, 2.927, -1.796], [-0.821, 0.221, -2.962], [-0.236, -2.526, -0.654], [1.884, 2.588, 0.399], [2.664, -0.610, -2.312], [-2.168, 4.330, 0.284], [2.372, -4.506, -0.203], [1.897, -6.181, 1.988], [-2.674, 0.651, -3.884], [-1.790, 0.515, -6.201], [-6.032, 0.286, -1.320], [1.985, -4.445, -1.216], [-1.127, 0.352, -5.362], [-6.796, 2.337, -2.627], [2.145, 1.341, 3.708], [2.996, 3.576, -1.516], [-0.486, -5.618, 3.272], [2.826, -1.156, -0.015], [2.995, -3.637, 0.008], [1.908, -3.408, 3.929], [2.212, -1.324, 3.845], [-1.692, 3.074, 1.422], [-3.034, 1.022, 0.051], [-1.872, -3.495, 2.142], [-3.236, -1.726, -0.393], [-1.729, -2.928, 3.058], [1.387, -0.310, -2.074], [-7.215, 3.037, -1.068], [4.283, -0.894, -3.664], [2.425, -0.425, -4.665], [2.639, -0.847, 5.161], [2.816, -0.470, -5.674], [2.604, -2.689, 3.497], [1.996, 1.448, -0.131], [-4.136, 3.010, -0.720], [3.701, -0.605, 5.147], [-1.904, 3.276, 0.368], [2.076, 5.712, -0.415], [3.598, -2.868, 3.902], [-2.193, -2.814, 1.364], [1.037, -1.111, 1.956], [-4.182, -1.240, -0.150], [-4.411, -1.468, 0.894], [-0.607, -4.111, 1.748], [-1.852, 0.351, 0.670], [3.194, 2.541, -1.765], [-5.192, 0.884, -0.983], [0.547, -0.076, -3.144], [0.193, 0.075, -5.565], [-5.221, 2.263, -1.167], [2.063, 0.018, 5.475], [0.796, 1.455, 2.144], [-0.993, 3.102, -0.206], [2.953, -5.415, -0.088], [-4.958, -1.685, -0.771], [0.604, 0.017, -6.565], [3.934, 4.126, -1.467], [2.282, 4.997, 0.378]], "forces_ev_per_a": [[0.12, -0.06, -0.10], [-0.01, -0.01, 0.02], [-0.10, 0.02, -0.08], [-0.06, 0.01, 0.13], [-0.06, 0.05, 0.05], [-0.10, 0.23, -0.17], [-0.01, 0.09, 0.16], [-0.01, 0.01, 0.00], [0.05, 0.01, -0.01], [-0.01, -0.02, -0.01], [0.01, -0.02, 0.02], [-0.02, -0.02, 0.05], [0.00, -0.01, 0.05], [-0.04, -0.10, -0.07], [-0.08, 0.00, 0.02], [-0.04, -0.04, 0.09], [-0.03, 0.06, 0.01], [0.08, 0.11, 0.08], [-0.10, 0.07, 0.19], [0.06, -0.04, 0.07], [0.00, 0.02, 0.00], [0.10, 0.12, -0.15], [0.02, 0.00, -0.01], [-0.11, -0.04, -0.05], [0.03, -0.12, -0.29], [0.01, -0.01, 0.01], [0.01, 0.00, 0.00], [0.17, -0.05, -0.14], [-0.01, -0.06, 0.03], [0.00, 0.03, 0.01], [-0.08, 0.05, -0.07], [-0.01, -0.03, -0.01], [-0.08, -0.09, 0.00], [0.07, 0.02, -0.10], [0.13, -0.08, 0.02], [-0.01, -0.03, -0.01], [0.08, -0.01, 0.04], [-0.04, 0.02, 0.00], [0.02, -0.01, -0.01], [0.03, 0.00, 0.02], [0.01, 0.02, 0.00], [0.00, 0.01, -0.03], [0.04, -0.02, -0.10], [-0.01, 0.00, 0.02], [0.01, -0.02, 0.00], [-0.02, 0.04, 0.02], [0.02, 0.01, -0.03], [-0.09, -0.08, 0.12], [-0.02, -0.03, -0.04], [-0.02, 0.00, -0.02], [-0.05, -0.04, 0.08], [0.01, -0.05, -0.02], [-0.07, 0.09, 0.12], [-0.05, -0.01, 0.00], [0.02, 0.00, -0.02], [-0.02, 0.00, -0.01], [0.14, -0.13, -0.18], [0.01, 0.00, -0.01], [-0.01, -0.01, 0.00], [0.02, -0.02, 0.03], [-0.01, -0.01, 0.02], [-0.01, 0.01, 0.01], [0.00, 0.03, -0.03], [-0.02, 0.17, 0.26], [0.00, -0.01, 0.00], [-0.01, 0.01, 0.01], [-0.02, 0.12, 0.04], [0.02, 0.01, 0.00], [0.00, 0.00, 0.00], [-0.01, 0.04, -0.02], [0.14, 0.26, 0.07], [-0.02, -0.09, 0.02], [0.02, 0.01, -0.02], [0.25, -0.02, -0.21], [0.05, -0.30, 0.05], [0.01, -0.03, -0.01], [0.00, 0.06, -0.02], [-0.06, 0.11, -0.08], [-0.04, 0.02, 0.00], [0.08, -0.08, 0.06], [0.03, -0.02, 0.00], [-0.27, -0.11, 0.11], [-0.01, -0.01, -0.02], [0.00, -0.02, 0.00], [0.00, 0.01, 0.01], [-0.01, 0.00, 0.02], [-0.01, -0.01, -0.01], [-0.06, 0.02, 0.02]]}

2.
{"formula": "C33H41N6SeSr", "method": "ωB97M-V/def2-TZVPD", "fmax_ev_per_a": 2.6, "de_lowest_kj_mol": 52.59, "orbital_gap_ev": 7.363, "total_charge": 1, "species": ["C", "C", "C", "H", "Sr", "H", "N", "H", "C", "H", "H", "C", "C", "H", "H", "H", "C", "H", "C", "H", "H", "C", "C", "N", "Se", "C", "H", "C", "C", "H", "C", "H", "H", "C", "C", "C", "C", "H", "H", "H", "H", "H", "H", "N", "H", "H", "H", "H", "C", "H", "C", "H", "H", "C", "H", "C", "C", "C", "C", "C", "H", "H", "N", "H", "N", "H", "C", "C", "H", "H", "H", "C", "H", "C", "H", "N", "H", "H", "C", "C", "C", "H"], "coordinates": [[0.853, -2.352, -1.770], [1.164, 1.907, 8.017], [3.368, -2.351, -2.295], [-5.693, -4.468, 1.644], [-1.502, 0.964, 1.336], [2.058, 0.461, 6.681], [0.669, -1.020, -2.290], [1.729, -0.180, 8.285], [3.924, -2.392, -0.879], [-1.331, -2.252, 0.894], [0.173, -1.018, 6.427], [-4.624, -3.031, 0.491], [-3.647, -4.309, 2.273], [-2.618, 3.719, -3.690], [-5.461, -2.774, -0.138], [-0.398, 3.326, 8.463], [0.101, 1.301, -4.926], [4.919, -1.959, -0.862], [-2.195, 1.887, -0.863], [2.097, -4.066, -2.012], [3.264, -1.312, -2.616], [-0.865, 0.680, 4.923], [-2.301, -2.701, 1.096], [-3.369, -1.397, -0.680], [1.423, 0.282, 0.114], [2.027, -3.069, -2.446], [4.234, 1.013, -2.876], [-1.007, 2.153, 6.787], [-2.694, 0.673, -1.367], [3.992, -3.418, -0.524], [0.942, 0.137, -1.645], [-0.686, 2.958, 6.117], [3.302, -1.825, -0.189], [-2.203, 2.974, -1.729], [2.476, 2.976, -2.080], [-0.274, 0.492, -5.981], [-2.427, -3.683, 2.060], [2.905, 0.833, -4.031], [-0.187, -2.587, -4.545], [4.083, -2.829, -2.967], [1.807, -3.180, -3.509], [-0.681, -1.486, -6.690], [1.638, 2.009, 8.991], [-1.065, 0.515, 3.797], [1.656, 2.604, 7.337], [0.530, 2.762, -1.208], [-2.094, 2.226, 6.915], [-3.435, 1.556, -4.548], [0.390, 0.677, -3.720], [-0.071, -2.915, -1.933], [-0.376, -0.891, -5.843], [4.440, 1.505, -4.555], [4.168, 3.505, -3.261], [-3.100, 1.636, -3.526], [-0.636, -0.355, 7.858], [0.011, -0.110, 7.011], [1.004, 2.563, -2.179], [1.339, 0.467, 7.500], [3.734, 1.469, -3.729], [-0.094, -1.520, -4.646], [-3.525, -0.410, -3.030], [-1.565, -3.972, 2.644], [0.796, 1.171, -2.500], [1.034, -2.266, -0.696], [-2.717, -0.348, -0.444], [-0.500, 0.941, -6.935], [3.279, 2.883, -3.379], [-3.144, 0.542, -2.692], [2.697, 3.298, -4.205], [-0.799, 1.666, 8.882], [0.171, 2.370, -5.047], [-2.638, 2.855, -3.041], [2.480, 4.014, -1.739], [0.306, -0.720, -3.585], [-1.845, 3.938, -1.386], [-0.672, 0.867, 6.181], [-3.738, -5.078, 3.028], [0.490, 3.150, -2.942], [-4.743, -3.981, 1.485], [-3.407, -2.362, 0.306], [-0.309, 2.290, 8.135], [2.960, 2.374, -1.309]], "forces_ev_per_a": [[0.18, -0.67, 0.16], [-0.06, 0.01, 0.09], [-0.10, -0.17, 0.12], [-0.05, -0.08, 0.01], [0.74, -0.35, 0.19], [0.02, -0.11, 0.00], [-0.02, 0.71, 0.11], [0.02, -0.06, -0.02], [-0.07, 0.09, -0.13], [-0.06, 0.02, -0.01], [-0.10, 0.06, 0.07], [0.35, 0.26, -0.14], [-0.01, -0.08, -0.04], [-0.03, 0.07, -0.14], [-0.05, 0.04, -0.08], [-0.10, -0.04, 0.03], [0.08, -0.05, 0.12], [0.14, 0.04, 0.10], [-0.01, 0.12, 0.49], [-0.05, -0.10, -0.04], [0.06, 0.03, -0.12], [-0.08, -0.15, -0.04], [-0.09, 0.17, -0.32], [0.10, 1.68, -1.30], [-0.08, 0.17, 1.04], [0.03, 0.28, -0.04], [0.06, -0.10, 0.08], [-0.45, 0.69, 0.30], [0.06, 1.42, -1.61], [0.05, -0.16, 0.08], [-0.14, 0.09, -0.20], [-0.01, -0.10, 0.06], [0.00, -0.01, 0.08], [-0.20, -0.04, -0.58], [-0.10, -0.07, -0.28], [-0.01, 0.11, -0.01], [-0.01, -0.06, 0.16], [0.01, -0.10, -0.01], [0.01, -0.17, 0.01], [-0.02, 0.08, -0.08], [-0.03, -0.12, -0.01], [-0.04, -0.05, -0.07], [0.08, 0.10, -0.02], [-0.09, 0.05, -0.36], [0.04, 0.05, 0.04], [-0.06, -0.11, -0.34], [0.13, 0.02, -0.08], [-0.04, -0.06, -0.09], [-0.21, -0.63, -0.47], [0.03, 0.07, 0.09], [-0.04, -0.11, 0.04], [0.07, -0.10, -0.08], [-0.04, 0.06, -0.09], [-0.11, -0.18, 0.00], [0.03, -0.07, -0.16], [0.52, -0.52, 0.36], [0.40, 0.70, 0.48], [-0.09, -0.05, -0.06], [-0.02, 0.19, -0.08], [0.02, 0.01, 0.09], [-0.03, -0.09, -0.13], [0.06, -0.02, 0.05], [-0.12, -0.69, 0.21], [-0.14, 0.05, -0.15], [-0.66, -2.27, 1.17], [-0.02, 0.06, -0.10], [0.00, -0.15, 0.20], [-0.03, -0.33, 0.11], [0.02, 0.12, -0.06], [-0.08, 0.05, 0.04], [0.01, 0.11, 0.02], [0.17, 0.31, 0.27], [-0.04, -0.02, 0.09], [-0.11, 0.66, -0.60], [-0.01, 0.11, -0.02], [0.06, 0.11, 0.33], [0.01, 0.00, 0.03], [-0.02, -0.05, 0.10], [0.08, -0.01, 0.11], [0.14, -0.79, 1.14], [0.19, 0.01, -0.14], [0.00, 0.07, 0.05]]}

- Which formula does entry 2 have?
  C33H41N6SeSr

- Number 2 is which compound?
  C33H41N6SeSr

- Which formula does entry 1 have?
  C33H41N5O7ReSe